No. 1
Entry from OMol25: the molecule C5H8N2 at a distorted geometry (ωB97M-V with the def2-TZVPD basis set).

Each line ends with the Mulliken charge.
Cartesian coordinates (Å):
C 1.8024 0.4475 0.0836  -0.38
N 1.6765 -0.7961 -0.0805  -0.72
N 0.3774 -1.0711 -0.0288  0.12
C -0.4347 0.0399 -0.0122  0.36
C 0.5581 1.2079 -0.0023  -0.07
C -1.8181 0.0094 -0.7389  -0.73
C -1.7937 0.0334 0.7226  -0.71
H 2.8307 0.8932 -0.0246  0.35
H 0.0788 -1.9493 0.4127  0.27
H 0.6657 1.6328 -1.0219  0.26
H 0.5007 1.9154 0.9006  0.26
H -2.2191 -0.8262 -1.2652  0.31
H -2.1387 1.0797 -1.1639  0.20
H -2.1579 0.8311 1.3874  0.28
H -1.8210 -0.9350 1.2236  0.23

Cartesian forces, eV/Å:
3.372 0.844 -0.935
1.350 -0.794 1.243
-1.371 -3.768 -0.289
-3.310 2.462 0.064
-0.517 0.896 0.565
0.253 4.014 -0.998
1.530 -0.969 1.961
-1.239 -0.427 0.288
0.561 0.704 -0.454
-0.705 0.777 0.794
-0.400 -0.533 -1.758
0.115 -0.525 -0.368
0.743 -2.586 0.605
0.288 -0.133 -0.699
-0.668 0.036 -0.018

Computed properties:
Highest occupied orbital energy ... -7.56 eV
SMILES string ... C1=NNC2(C1)CC2
Molecular weight ... 96.133 g mol⁻¹
Total energy ... -8291.7576 eV
ΔE to the lowest compared entry with this formula, charge and spin ... 3.239 eV
Frontier orbital gap ... 8.642 eV
LUMO level ... 1.08 eV

---

No. 2
Entry from OMol25: a cluster of 2 separate species, C5H8N2 in total (ωB97M-V with the def2-TZVPD basis set).

Each line ends with the Mulliken charge.
Cartesian coordinates (Å):
C -1.7066 -1.1356 0.4699  -1.07
C -0.9753 0.1461 0.3427  0.19
N -0.1142 0.8029 0.9778  -0.42
C -0.8255 1.4941 -0.1670  -0.15
H -2.5224 -0.9576 1.1772  0.36
H -1.0540 -1.9103 0.8832  0.29
H -2.1396 -1.4788 -0.4726  0.33
H -0.2483 1.7146 -1.0686  0.20
H -1.5324 2.2671 0.1304  0.24
C 2.5062 0.3341 0.1115  -0.78
C 1.8477 -0.4831 -0.6648  0.63
N 1.1622 -1.2297 -1.3627  -0.62
H 2.8107 1.3052 -0.2561  0.27
H 2.6194 0.1012 1.1631  0.27
H 0.1722 -0.9702 -1.2640  0.27

Cartesian forces, eV/Å:
-0.033 -0.055 0.023
0.110 0.262 0.546
-0.520 -0.331 -0.001
-0.138 0.338 -0.227
-0.010 -0.132 -0.084
-0.081 0.127 -0.047
0.092 0.094 0.102
-0.057 -0.159 0.182
0.060 -0.024 -0.141
0.108 -0.132 -0.165
-0.207 -0.066 -0.120
0.382 0.418 0.356
0.111 -0.142 -0.031
0.068 -0.028 -0.180
0.117 -0.169 -0.214

Computed properties:
Highest occupied orbital energy ... -8.99 eV
SMILES string ... CC1=NC1.C=C=N
Molecular weight ... 96.133 g mol⁻¹
Total energy ... -8291.2824 eV
ΔE to the lowest compared entry with this formula, charge and spin ... 3.714 eV
Frontier orbital gap ... 9.893 eV
LUMO level ... 0.91 eV

---

No. 3
Entry from OMol25: the molecule C5H8N2 at a distorted geometry (ωB97M-V with the def2-TZVPD basis set).

Each line ends with the Mulliken charge.
Cartesian coordinates (Å):
H 0.3663 -1.3846 -1.8618  0.27
N 1.3077 -1.0559 -1.6550  -0.74
C 1.0099 -0.3898 -0.6276  0.31
C 1.6929 0.5349 0.3480  -0.39
N 0.3711 0.8255 0.9850  -0.56
C -0.4989 1.3347 -0.0784  -0.36
C -0.3228 -0.1288 0.0635  0.80
C -1.4310 -1.0505 0.5400  -1.39
H 2.2056 1.4173 -0.0490  0.28
H 2.3505 0.0052 1.0448  0.26
H -0.0734 1.8268 -0.9538  0.23
H -1.4082 1.7883 0.3042  0.28
H -1.9534 -0.5559 1.3692  0.39
H -1.0507 -2.0044 0.9195  0.30
H -2.1885 -1.2707 -0.2242  0.30

Cartesian forces, eV/Å:
0.147 -0.929 -0.992
-0.417 0.307 0.586
-0.364 -0.069 0.039
0.171 0.088 0.000
0.091 0.308 0.450
-0.064 0.299 -0.007
-0.166 -0.115 0.115
0.138 0.049 -0.020
-0.055 -0.157 0.004
-0.129 0.094 -0.083
0.038 0.012 0.251
0.048 -0.134 -0.076
0.167 -0.038 -0.179
0.079 0.158 -0.092
0.316 0.130 0.006

Computed properties:
Highest occupied orbital energy ... -9.58 eV
SMILES string ... [H]/N=C1/CN2C[C@@]12C
Molecular weight ... 96.133 g mol⁻¹
Total energy ... -8292.4304 eV
ΔE to the lowest compared entry with this formula, charge and spin ... 2.566 eV
Frontier orbital gap ... 10.569 eV
LUMO level ... 0.99 eV